Entry 1:
Here is 18 unconnected molecules or ions with the total composition C24H51Cl34N2S at a distorted geometry from OMol25. Energies are from ωB97M-V with the def2-TZVPD basis set.

```
112
Properties=species:S:1:pos:R:3:forces:R:3
H 14.4674 -0.7789 -1.5702 -0.13 0.31 0.03
H 9.4205 -3.0110 -1.4738 0.03 0.30 -0.17
H 1.0785 -1.2492 -0.3587 0.73 0.08 2.44
H -2.5850 -1.0533 -0.1563 -0.30 -1.65 2.24
H 12.7599 -0.4946 -2.0151 0.21 0.27 0.13
Cl -6.8187 0.5908 7.8279 0.11 0.00 -0.10
H 12.1997 -3.7937 -6.6884 -0.27 -0.20 0.06
C 0.8758 -3.3041 5.5314 0.19 -0.07 -0.06
Cl -3.3997 -5.4369 -1.3584 0.00 -0.02 0.10
S -0.6575 0.9364 0.7151 -0.05 0.01 -0.13
H -0.3392 -2.9090 -0.3740 -1.30 0.18 2.56
C 5.4244 0.0032 -0.8232 0.20 0.31 0.15
Cl 17.1951 4.2866 -1.7387 -0.07 -0.03 -0.10
H -8.1053 -1.0416 -3.6987 -0.17 0.24 0.15
H 15.1595 3.2679 -1.1102 0.23 0.25 0.12
C -7.1030 -1.7107 2.6605 -0.46 -0.14 0.19
H 14.9774 5.0225 -1.3970 0.27 -0.12 0.16
H -2.5672 -3.6046 0.1546 0.53 0.60 1.03
H 3.3742 -5.9606 6.7658 -0.33 -0.04 -0.04
Cl -7.4218 -2.1395 8.6527 0.09 -0.08 -0.06
C 9.1875 -2.2953 -2.2660 -0.24 -0.39 0.07
H -3.5682 8.7574 -4.8101 0.16 -0.01 0.30
Cl -1.3324 3.8815 -1.7556 0.04 -0.23 -0.04
H -2.5727 2.8171 -0.0510 0.05 0.31 -0.18
Cl 13.3556 0.6018 -0.0101 -0.02 -0.08 0.01
C 3.4410 -2.3010 1.8891 -0.05 -0.24 0.67
H -10.7144 -2.9478 -0.6438 0.32 -0.11 0.13
H 1.0440 -3.9384 4.6577 -0.12 0.53 0.29
Cl -3.4658 5.0023 -0.1152 -0.04 -0.09 0.02
Cl -13.1762 -1.9514 -1.0814 -0.09 0.01 0.18
C -2.8057 3.5328 -0.8431 -0.27 -0.29 0.10
H -7.9599 -0.7908 -1.9351 -0.21 0.17 -0.18
H -10.5323 -4.7025 -0.3569 0.23 0.22 0.12
N -2.1780 -2.9974 0.9376 -1.19 -0.16 -1.21
Cl -2.6203 14.6065 -5.2228 0.09 -0.02 0.05
Cl -3.2449 7.2880 -2.9899 -0.63 -0.14 -0.16
H 2.5894 -7.5637 6.8589 -0.19 0.29 -0.06
C -0.8155 -0.4559 1.9668 0.79 -0.10 2.20
H 3.7060 -1.1528 2.0382 -0.54 -2.25 -0.19
H -7.4030 -2.7304 2.9136 0.19 0.26 -0.14
Cl -5.8017 -1.2073 3.7459 0.07 0.01 0.10
H 4.4578 -2.8582 1.6878 -2.28 0.92 0.58
H -2.3653 12.6587 -3.9122 -0.26 0.25 -0.08
C -0.4811 7.4624 -1.7121 -0.21 -0.05 0.21
Cl -2.2209 -2.9773 -2.3877 0.00 0.07 -0.17
Cl -0.7036 -2.5244 5.3812 -0.28 0.04 -0.03
H -0.2660 -3.9976 1.1661 -0.94 2.29 -0.93
Cl 11.6621 -5.8904 -5.7442 0.08 0.04 0.06
H 5.3779 0.5486 0.1226 -0.08 -0.23 -0.22
H 2.8840 -2.7135 2.8537 1.57 0.97 -1.84
H 0.6726 1.3829 0.5949 -1.26 -0.98 0.66
Cl 9.8582 -3.9461 -6.9543 0.00 0.13 0.03
C -2.9492 13.5780 -3.8232 0.35 -0.07 0.21
Cl -10.1799 -0.5260 -2.6954 0.07 -0.16 0.04
H -2.8510 -4.9075 -3.5935 0.02 0.12 0.32
C 15.6113 4.2505 -0.9543 -0.32 -0.08 -0.16
C 11.3772 -4.1785 -6.0805 0.28 0.25 0.10
Cl 14.1733 1.2567 -2.7306 0.00 -0.10 -0.13
H -3.0875 0.1299 2.4037 1.46 -1.85 -0.59
H -6.2347 -1.4228 6.7412 -0.14 0.12 0.27
C -8.4223 -0.4242 -2.8548 0.19 -0.28 0.03
Cl -9.9371 -3.4213 1.5354 -0.12 0.00 0.08
C -2.4091 -0.8032 2.1946 0.85 -0.88 -0.88
C -6.2913 -1.0958 7.7823 0.27 -0.11 -0.12
Cl -2.0821 9.9299 -3.3982 -0.24 0.35 -0.06
H -2.5046 -3.4347 1.8361 0.76 0.46 -0.91
H 1.9064 -0.3425 1.1087 -0.89 -1.97 -0.35
Cl -6.5765 -1.6677 0.9735 -0.06 0.07 0.01
C -14.3489 -1.3295 -2.2488 -0.41 0.17 -0.11
C 0.0860 -1.7845 1.6373 1.04 0.25 0.03
C -0.6756 -2.9483 0.7705 2.91 -1.14 0.53
H 11.3308 -3.6331 -5.1348 -0.09 -0.26 -0.29
H -2.6612 14.1115 -2.9140 -0.18 -0.06 -0.28
Cl 5.7092 -1.7087 -0.4869 -0.24 -0.04 0.04
Cl 2.1706 -2.1046 5.6297 0.02 -0.06 0.00
Cl 15.7547 4.5491 0.7821 -0.12 -0.01 0.02
Cl 3.9053 0.2356 -1.6969 -0.05 0.08 0.02
Cl 0.0454 7.5053 -3.3991 0.26 -0.28 0.03
H -5.3055 -1.1731 8.2474 -0.32 0.07 -0.01
H 6.2469 0.3880 -1.4310 -0.30 -0.21 0.06
H 8.4430 -2.7227 -2.9421 0.22 0.23 0.10
C 1.4434 -1.3645 0.7713 -0.62 -0.71 -1.76
Cl -4.6649 13.1631 -3.7279 0.01 -0.11 0.10
H -1.3303 8.1386 -1.5872 0.51 -0.13 -0.01
C -2.3897 -4.7215 -2.6206 0.23 -0.33 -0.47
H -2.4471 -1.5357 3.1363 -0.06 1.60 -2.00
N 2.4706 -2.5109 0.7276 0.72 2.05 0.87
C -3.4643 8.8787 -3.7291 -0.37 0.15 -0.29
H -4.3673 9.3393 -3.3211 0.31 -0.13 0.00
H 0.5015 -2.2146 2.6704 -1.26 0.78 -2.22
C -10.0804 -3.7199 -0.2011 -0.39 -0.05 -0.28
Cl 0.8202 7.9658 -0.6267 0.02 -0.01 0.12
H -14.5761 -0.2889 -2.0048 0.20 -0.27 -0.06
Cl -7.9046 1.2427 -3.1347 0.13 -0.02 0.00
H -3.5501 3.1054 -1.5193 0.21 0.24 0.08
Cl 10.6608 -1.9466 -3.1784 -0.01 -0.05 -0.01
H 0.8865 -3.9143 6.4378 -0.09 0.33 -0.25
H -0.7811 6.4427 -1.4589 0.18 0.32 -0.10
H -1.3995 -5.1822 -2.5876 -0.26 0.16 0.09
C 13.6718 -0.0323 -1.6296 -0.05 -0.39 -0.06
H -4.0453 -1.7612 0.8403 2.41 -0.25 -0.01
H -0.4146 -0.0317 3.0077 -0.83 -0.98 -2.29
H -7.9522 -1.0344 2.7854 0.31 -0.09 -0.10
Cl -8.4967 -3.6838 -0.9855 -0.09 -0.13 -0.21
Cl 1.6273 -6.1932 5.1938 0.23 -0.75 -0.20
Cl 1.4185 -5.9227 8.0889 0.08 -0.05 0.04
H -15.2604 -1.9294 -2.1914 0.34 0.06 -0.02
Cl 8.5273 -0.8258 -1.5380 0.54 0.06 -0.14
C 2.4186 -6.4903 6.7463 0.43 -0.21 0.26
C -2.8763 -1.6544 0.8327 -0.97 2.72 0.91
H 3.0775 -2.4330 -0.1270 -1.17 0.23 0.91
Cl -13.7104 -1.4083 -3.8953 -0.09 0.04 0.04
```
Positions in Å, forces in eV/Å.

- energy (Eh) = -17098.86578
- F_max (eV/A) = 3.2
- net charge = +1
- LUMO energy (eV) = -2.6
- HOMO level (eV) = -11.57
- multiplicity = 1

Here are the Mulliken charges for atoms 1 to 99, given in e: number 1, H, carries 0.28; number 2, H, carries 0.32; number 3, H, carries 0.32; number 4, H, carries 0.38; number 5, H, carries -0.21; number 6, Cl, carries -0.14; number 7, H, carries 0.28; number 8, C, carries 0.35; number 9, Cl, carries -0.16; number 10, S, carries -0.24; number 11, H, carries 0.22; number 12, C, carries -0.25; number 13, Cl, carries -0.15; number 14, H, carries 0.29; number 15, H, carries -0.19; number 16, C, carries -0.37; number 17, H, carries 0.27; number 18, H, carries -0.09; number 19, H, carries 0.27; number 20, Cl, carries -0.15; number 21, C, carries -0.28; number 22, H, carries 0.30; number 23, Cl, carries -0.17; number 24, H, carries -0.15; number 25, Cl, carries -0.15; number 26, C, carries -0.39; number 27, H, carries -0.30; number 28, H, carries -0.12; number 29, Cl, carries -0.16; number 30, Cl, carries -0.12; number 31, C, carries 0.21; number 32, H, carries -0.14; number 33, H, carries 0.33; number 34, N, carries 0.22; number 35, Cl, carries -0.15; number 36, Cl, carries -0.05; number 37, H, carries 0.32; number 38, C, carries -0.13; number 39, H, carries 0.17; number 40, H, carries 0.27; number 41, Cl, carries -0.17; number 42, H, carries 0.28; number 43, H, carries -0.01; number 44, C, carries 0.33; number 45, Cl, carries -0.09; number 46, Cl, carries -0.17; number 47, H, carries 0.20; number 48, Cl, carries -0.15; number 49, H, carries 0.28; number 50, H, carries -0.02; number 51, H, carries 0.19; number 52, Cl, carries -0.15; number 53, C, carries 0.04; number 54, Cl, carries -0.10; number 55, H, carries 0.34; number 56, C, carries 0.24; number 57, C, carries 0.22; number 58, Cl, carries -0.16; number 59, H, carries 0.32; number 60, H, carries -0.01; number 61, C, carries 0.11; number 62, Cl, carries -0.16; number 63, C, carries -0.71; number 64, C, carries 0.04; number 65, Cl, carries -0.21; number 66, H, carries 0.48; number 67, H, carries 0.22; number 68, Cl, carries -0.16; number 69, C, carries -0.31; number 70, C, carries 1.90; number 71, C, carries -0.74; number 72, H, carries -0.16; number 73, H, carries 0.28; number 74, Cl, carries -0.17; number 75, Cl, carries -0.15; number 76, Cl, carries -0.16; number 77, Cl, carries -0.16; number 78, Cl, carries -0.12; number 79, H, carries 0.26; number 80, H, carries 0.31; number 81, H, carries 0.29; number 82, C, carries -1.10; number 83, Cl, carries -0.16; number 84, H, carries 0.10; number 85, C, carries -0.31; number 86, H, carries 0.07; number 87, N, carries -0.31; number 88, C, carries -0.30; number 89, H, carries 0.29; number 90, H, carries -0.93; number 91, C, carries 0.28; number 92, Cl, carries -0.20; number 93, H, carries 0.28; number 94, Cl, carries -0.16; number 95, H, carries 0.26; number 96, Cl, carries -0.20; number 97, H, carries 0.08; number 98, H, carries -0.15; number 99, H, carries 0.28

---

Entry 2:
Here is 2 unconnected molecules or ions with the total composition C28H31F12IN5O12PS3 at a distorted geometry from OMol25. Energies are from ωB97M-V with the def2-TZVPD basis set.

```
93
Properties=species:S:1:pos:R:3:forces:R:3
N -1.6318 1.6663 0.2894 1.06 0.57 1.61
S -3.6463 2.7030 -1.0361 -5.95 4.16 5.43
O 0.1030 6.4825 -3.0779 -1.82 -3.32 1.96
C 3.4398 -0.9130 -2.2020 -0.01 -2.18 -2.68
C 0.8588 -3.8927 3.4106 -2.23 0.38 -0.96
S 2.8771 -4.9965 8.7027 1.82 1.83 2.53
H 4.8000 -0.3807 -0.5272 -1.76 0.10 -0.52
C -1.9892 -2.8694 2.7964 3.49 -1.74 0.29
O -1.2526 -0.0367 5.0754 -0.26 -0.06 -5.47
H -0.1736 0.7584 -1.1581 -0.79 0.17 1.33
C 1.0465 3.5472 1.1045 1.47 -0.16 0.68
S 2.2375 -6.5058 6.6770 0.17 -2.28 -2.66
C 2.1223 -1.4321 -4.5440 2.70 -1.06 2.46
O 3.0513 -7.6775 6.9033 -0.36 1.28 0.34
C -0.6527 0.6010 -0.1336 0.87 -2.03 0.41
H 1.4195 4.6221 1.3141 -1.00 -1.68 -0.28
C 4.3461 -2.1625 -2.5158 -2.80 0.47 -3.09
F -3.9241 0.0995 -1.4622 -0.24 2.86 -2.02
H 1.2808 -1.1127 -5.2493 1.36 -0.56 1.12
C 3.0021 -2.6805 -4.8397 0.14 3.12 3.57
H 0.2208 0.6377 0.6316 -1.13 -0.15 -1.34
C 2.3436 -0.5809 -3.2407 1.33 -2.66 -1.27
F 3.9138 -6.1594 9.0356 -0.18 -0.09 -0.25
N 1.7135 -5.7354 7.9444 0.50 0.09 -0.04
H -1.3403 2.5057 -1.6426 -0.05 1.05 1.25
H 1.4538 2.9190 1.9877 -0.70 1.01 -1.34
H 1.1796 -1.7349 4.3526 -0.94 -1.33 -0.78
N -1.1200 1.5923 2.7547 0.54 2.09 -2.38
H -0.6815 2.0259 3.5844 -0.53 -0.60 -0.12
F -4.0125 -0.9244 -4.2681 0.66 3.22 -1.05
O 1.4593 0.5247 -3.0379 0.92 -0.95 -0.11
H 0.3542 5.7445 -0.3578 -1.39 -0.86 -0.55
C -3.0773 1.1935 -3.4922 2.29 -0.15 -0.33
H 3.0533 -0.5969 -0.0120 0.71 0.92 -1.16
C 0.0587 -1.9067 0.0290 -0.69 0.07 -0.75
O -2.2164 5.3324 -3.2269 2.47 -1.04 1.47
H -2.3660 6.2772 -3.4994 0.71 -1.06 0.34
H 1.9191 -4.2862 3.6129 -1.86 0.85 -0.04
C -4.0602 1.3080 -2.2328 -1.10 -2.52 0.48
H 5.1857 -2.4909 -1.8134 -1.45 0.73 -1.05
N -0.4374 3.4411 1.1549 0.72 -0.90 1.68
H 1.2063 3.9925 -3.0130 -0.85 0.43 -0.06
H 2.7713 -3.2667 -5.7871 0.61 0.77 1.58
C -0.9581 -1.9241 3.5012 0.16 -2.53 -1.47
O -4.2849 3.9962 -1.4632 2.66 -3.22 -0.67
C 2.8876 1.9668 0.1946 0.24 1.30 0.17
N 3.6225 1.3480 -0.9377 -1.31 -0.62 0.70
H 0.8924 0.6895 -3.8226 0.71 -0.53 0.49
C 0.4664 -2.4439 3.8208 -2.70 -1.95 -1.68
C -0.6894 5.3932 -0.6773 -0.28 -0.64 0.03
H -0.0391 -2.6481 0.8886 0.25 1.17 -1.14
O -1.8025 0.4130 2.7907 0.67 -0.40 1.02
H -3.0506 -2.5600 2.5276 1.67 -0.27 0.56
O 0.2366 3.8838 -3.1337 -2.16 0.79 1.34
F -5.0799 2.4036 -5.2222 1.17 -3.25 -1.03
C -1.8136 2.8318 -0.6538 0.48 -2.19 -0.22
O 2.5608 -5.7197 5.5059 -0.07 0.20 0.94
C -1.5555 -4.3271 2.4004 2.52 2.00 1.44
H 1.0106 2.6058 -1.0301 0.91 0.24 1.30
H 4.7644 -3.9450 -4.0548 -0.99 1.74 0.69
C -1.2608 4.1265 0.1302 -0.99 -0.31 0.61
C 3.7109 -0.1356 -0.8370 0.94 -1.08 -0.72
C -1.2188 -0.9001 -0.0926 0.25 -0.97 -0.59
F -2.5393 2.4578 -3.9149 -1.74 -2.91 1.14
H 3.6665 2.5899 0.7890 -1.40 -0.89 -0.62
O -4.3298 2.3045 0.2681 2.56 -0.16 -3.74
F -2.5609 0.1617 -5.6664 -2.34 0.62 2.40
H 2.4425 1.2279 0.9461 0.62 0.57 -1.20
F -6.0192 0.3348 -5.2666 2.91 1.95 -0.70
I -2.7682 5.1113 1.4443 -0.16 -0.40 -0.24
H -1.7302 -1.2113 -1.0832 0.85 0.79 1.56
H 0.1745 -5.9362 2.3601 -0.30 1.85 0.66
C -1.3392 -0.4072 3.8867 1.09 -2.91 4.56
O 3.6835 -4.0570 7.9557 -0.94 -0.84 -0.22
H -2.2860 -5.0146 1.8590 1.00 1.23 0.94
F -1.9236 0.4585 -3.0229 -2.48 1.66 -0.93
C -4.8212 1.0669 -5.5680 -3.11 -0.82 -1.19
H 2.2789 3.9029 -0.7182 -0.91 -1.43 0.58
P -0.6401 5.2176 -2.5590 2.24 5.34 -3.80
O 2.5103 -4.5558 10.0312 -0.71 -0.53 -1.42
F 0.8681 -7.1869 6.2050 -0.29 0.48 0.55
C 1.7335 2.9971 -0.2392 1.05 0.84 0.09
H -1.3851 6.2934 -0.4708 1.19 -1.57 -0.70
F -4.6157 0.9031 -6.9603 -0.37 0.93 3.78
C -3.6426 0.3612 -4.7392 1.62 -1.44 -0.94
F -5.4289 1.4190 -2.5466 3.49 0.05 0.43
H -1.9945 -1.0900 0.7342 1.42 0.51 -1.16
H 3.2928 1.6704 -1.8556 -0.03 -0.46 0.74
C 4.1257 -3.0190 -3.8162 -2.08 2.32 0.43
H 1.0072 -1.2736 0.0636 -1.09 -1.12 0.05
C -1.0401 2.1785 1.5688 -0.58 2.03 -4.12
F 0.1515 -2.7157 -1.1889 -0.20 1.34 1.76
C -0.1053 -4.8755 2.6779 -1.88 4.70 1.33
```
Positions in Å, forces in eV/Å.

- energy (Eh) = -5293.55035
- F_max (eV/A) = 9.1
- LUMO energy (eV) = -2.8
- HOMO level (eV) = -8.40
- multiplicity = 1

Table of Mulliken atomic charges, one value per atom, all in e: number 1, N, carries 0.72; number 2, S, carries 1.34; number 3, O, carries -0.77; number 4, C, carries 0.48; number 5, C, carries -0.27; number 6, S, carries 1.11; number 7, H, carries 0.34; number 8, C, carries -0.32; number 9, O, carries -0.47; number 10, H, carries -0.02; number 11, C, carries -1.46; number 12, S, carries 1.09; number 13, C, carries -0.58; number 14, O, carries -0.59; number 15, C, carries -0.10; number 16, H, carries 0.19; number 17, C, carries -0.83; number 18, F, carries -0.22; number 19, H, carries 0.23; number 20, C, carries -0.50; number 21, H, carries 0.23; number 22, C, carries 0.53; number 23, F, carries -0.26; number 24, N, carries -0.33; number 25, H, carries 0.35; number 26, H, carries 0.53; number 27, H, carries 0.37; number 28, N, carries 0.06; number 29, H, carries 0.39; number 30, F, carries -0.24; number 31, O, carries -0.10; number 32, H, carries 0.20; number 33, C, carries 0.30; number 34, H, carries 0.12; number 35, C, carries 1.54; number 36, O, carries -0.47; number 37, H, carries 0.35; number 38, H, carries 0.31; number 39, C, carries 0.63; number 40, H, carries 0.28; number 41, N, carries 0.70; number 42, H, carries 0.32; number 43, H, carries 0.34; number 44, C, carries 0.97; number 45, O, carries -0.60; number 46, C, carries -1.20; number 47, N, carries -0.28; number 48, H, carries 0.19; number 49, C, carries -0.48; number 50, C, carries -0.27; number 51, H, carries -0.46; number 52, O, carries -0.02; number 53, H, carries 0.39; number 54, O, carries -0.43; number 55, F, carries -0.18; number 56, C, carries -0.06; number 57, O, carries -0.53; number 58, C, carries -0.45; number 59, H, carries -0.82; number 60, H, carries 0.30; number 61, C, carries -0.64; number 62, C, carries -0.32; number 63, C, carries -0.32; number 64, F, carries -0.23; number 65, H, carries 0.30; number 66, O, carries -0.66; number 67, F, carries -0.28; number 68, H, carries 0.36; number 69, F, carries -0.25; number 70, I, carries 0.18; number 71, H, carries 0.12; number 72, H, carries 0.37; number 73, C, carries 0.10; number 74, O, carries -0.57; number 75, H, carries 0.31; number 76, F, carries -0.16; number 77, C, carries 0.63; number 78, H, carries 0.75; number 79, P, carries 0.80; number 80, O, carries -0.64; number 81, F, carries -0.29; number 82, C, carries 1.22; number 83, H, carries 0.42; number 84, F, carries -0.22; number 85, C, carries 0.40; number 86, F, carries -0.22; number 87, H, carries 0.10; number 88, H, carries 0.31; number 89, C, carries -0.51; number 90, H, carries -0.68; number 91, C, carries -1.00; number 92, F, carries -0.42; number 93, C, carries -0.54

---

> Number 1 is which compound?

C24H51Cl34N2S

---

> What is the formula in the second record?

C28H31F12IN5O12PS3

---

> Look up the LUMO energy of the second one.

-2.8 eV